1.
Here is a structure of composition C22H38As3N2O2Rb at a distorted geometry from the Open Molecules 2025 dataset. Energies are from wB97M-V/def2-TZVPD.

The geometry in XYZ format:
```
68
C22H38As3N2O2Rb, DFT wB97M-V/def2-TZVPD
Rb -0.16 0.09 -0.03
As -3.08 -1.21 0.32
As -5.06 1.41 4.72
As -1.27 2.78 1.21
O 0.38 0.27 -2.42
O -1.56 1.14 -1.66
N 1.53 -0.84 1.90
N 2.65 0.88 0.00
C -3.81 0.01 5.27
C -4.21 -2.67 0.88
C -6.51 0.28 4.09
C 2.60 -0.07 2.27
C 3.12 -0.10 3.57
C 1.43 -1.73 4.12
C -4.18 2.11 3.11
C 3.18 0.80 1.28
C 4.20 0.74 3.94
C 0.97 -1.62 2.79
C 2.49 -0.97 4.50
C -3.50 0.00 1.85
C -1.53 4.57 1.92
C -3.17 2.33 0.84
C -0.73 0.88 -2.58
C -5.44 1.43 1.05
C 4.22 1.60 1.68
C -1.10 1.32 -3.98
C -4.06 1.43 1.72
C 4.73 1.57 3.00
C -0.69 2.02 2.94
C -4.17 -0.66 -1.21
H -5.24 -2.32 1.02
H -2.57 0.04 2.41
H -2.81 0.44 5.34
H -3.19 2.33 3.50
H -5.23 -0.71 -0.98
H 4.67 2.27 0.95
H -3.79 -0.84 4.58
H -3.84 -3.09 1.82
H -5.37 1.19 -0.01
H -6.12 0.71 1.51
H 2.11 0.13 -0.38
H 0.94 -2.40 4.81
H -0.66 0.93 2.95
H 4.59 0.71 4.96
H 5.56 2.21 3.26
H 0.12 -2.21 2.46
H -4.11 -0.34 6.26
H -3.62 3.32 0.77
H -5.90 2.42 1.12
H -1.91 5.21 1.12
H -7.27 0.88 3.61
H -4.65 3.08 2.96
H 0.33 2.38 3.03
H -1.85 0.62 -4.36
H -0.58 4.97 2.26
H -2.24 4.56 2.74
H -1.27 2.37 3.79
H -4.18 -0.59 2.45
H -0.24 1.31 -4.65
H -1.57 2.30 -3.95
H 3.19 1.37 -0.69
H -6.18 -0.51 3.41
H -3.12 1.94 -0.18
H -3.93 -1.38 -1.99
H -6.94 -0.18 4.98
H -4.19 -3.45 0.12
H 2.87 -1.03 5.52
H -3.87 0.33 -1.57
```

Output
2S+1: 1
Energy, eV: -213676.618
LUMO level, Ha: 0.0003

***

2.
Here is a structure of composition C33H23F6InN9O6S3 at a distorted geometry from the Open Molecules 2025 dataset. Energies are from wB97M-V/def2-TZVPD.

The geometry in XYZ format:
```
81
C33H23F6InN9O6S3, DFT wB97M-V/def2-TZVPD
In 11.84 8.99 12.91
S 12.08 11.54 15.55
S 13.67 9.32 16.17
S 13.84 9.92 11.72
F 12.59 13.89 14.47
F 15.78 10.89 16.09
F 15.31 10.24 18.09
F 14.24 12.56 14.38
F 13.79 13.43 16.27
F 16.23 8.86 16.76
O 10.95 5.91 15.72
O 13.90 9.11 14.77
O 13.34 8.19 17.01
O 7.66 8.54 12.11
O 10.99 12.19 16.20
O 11.85 10.92 14.24
N 11.95 11.44 10.30
N 12.77 6.84 12.89
N 10.87 8.41 10.79
N 11.26 11.23 11.31
N 11.22 8.00 14.74
N 12.82 10.62 16.59
N 15.22 10.69 9.35
N 9.66 9.26 13.09
N 13.97 11.22 9.34
C 17.58 10.21 5.95
C 11.44 6.72 14.92
C 9.24 9.25 14.41
C 16.01 10.63 8.22
C 12.49 6.18 13.96
C 8.12 12.51 9.78
C 14.32 5.15 12.22
C 8.11 9.97 15.00
C 8.00 12.74 12.16
C 8.87 8.83 12.10
C 18.01 9.73 7.20
C 9.90 8.71 16.67
C 13.27 10.84 10.38
C 8.88 9.45 17.22
C 9.55 8.61 10.76
C 9.96 11.71 11.17
C 13.23 12.92 15.17
C 10.07 8.61 15.29
C 11.53 8.22 9.66
C 7.45 12.94 10.93
C 9.53 8.19 8.40
C 17.25 10.01 8.31
C 9.37 11.90 9.92
C 15.57 11.16 6.99
C 16.37 10.91 5.86
C 9.25 12.11 12.35
C 7.97 10.14 16.36
C 15.33 9.85 16.81
C 14.10 4.47 13.41
C 10.92 8.23 8.39
C 13.15 4.92 14.25
C 13.77 6.39 12.03
C 8.85 8.50 9.58
H 14.64 3.59 13.66
H 9.88 11.66 9.01
H 15.04 4.84 11.51
H 17.65 9.71 9.28
H 12.61 8.22 9.74
H 8.99 8.07 7.45
H 9.70 11.91 13.27
H 16.03 11.25 4.89
H 10.67 8.28 17.23
H 13.96 7.03 11.20
H 7.17 10.73 16.81
H 8.75 9.46 18.29
H 7.47 10.43 14.31
H 15.41 9.98 10.00
H 6.49 13.52 10.82
H 7.79 8.59 9.72
H 14.59 11.63 6.87
H 11.49 8.11 7.47
H 18.21 10.00 5.07
H 12.94 4.39 15.17
H 18.93 9.16 7.34
H 7.57 13.17 13.05
H 7.72 12.70 8.83
```

Output
2S+1: 1
Charge: -1
Energy, eV: -114277.338
LUMO level, Ha: 0.0564

***

3.
Here is a structure of composition C7H15NS at a distorted geometry from the Open Molecules 2025 dataset. Energies are from wB97M-V/def2-TZVPD.

The geometry in XYZ format:
```
24
C7H15NS, DFT wB97M-V/def2-TZVPD
S -0.56 0.88 0.04
N -1.16 -0.45 -2.24
C -1.95 0.55 -0.86
C -0.25 -1.74 0.80
C 1.52 -0.21 1.67
C -0.70 2.12 1.10
C 0.82 -1.66 -0.30
C 0.52 1.46 -1.24
C 0.54 -0.56 0.65
H 2.36 0.31 1.25
H 0.97 0.29 2.39
H 1.69 -2.17 -0.10
H 0.22 2.57 -1.26
H 0.01 -2.26 1.68
H 0.14 2.08 1.72
H -2.49 -0.23 -0.38
H -1.31 -1.79 0.69
H 1.53 1.56 -0.78
H 1.73 -1.07 2.29
H 0.64 0.77 -2.08
H -1.58 2.11 1.64
H -1.42 0.27 -2.88
H -1.75 -1.24 -2.41
H 0.48 -1.59 -1.40
```

Output
2S+1: 1
Energy, eV: -19819.197
LUMO level, Ha: 0.0287

***

Here are the calculated relative energy (zero: lowest compared OMol25 entry of this formula, charge and spin) numbers, same order: 46.12; 0.00; 644.43 (kJ/mol).